Molecular formula: C4H7NO2
Method: DFT, ωB97M-V/def2-TZVPD

The geometry in XYZ format:
```
14
Properties=species:S:1:pos:R:3:forces:R:3
C 0.2816 1.7051 0.1721 0.30 -0.20 -0.46
C -0.0418 0.2973 -0.4646 -0.10 0.39 0.29
C 1.1517 -0.4753 -1.0653 0.15 0.53 0.07
O 1.6247 -0.2205 -2.1464 -0.37 -0.09 0.53
C -0.7761 -0.4468 0.6465 -0.31 0.25 0.63
N -0.8350 -1.8082 0.6916 0.01 0.00 -0.06
O -1.2610 0.1970 1.5606 -0.14 -0.46 0.05
H 1.1086 1.6223 0.8895 -0.08 0.01 -0.30
H 0.5362 2.3941 -0.6296 0.27 0.04 0.03
H -0.5634 2.1300 0.7447 0.32 -0.59 -0.60
H -0.7152 0.4636 -1.3180 -0.03 -0.08 0.24
H 1.5885 -1.2987 -0.4506 -0.17 0.24 -0.06
H -0.7359 -2.4017 -0.1106 0.11 0.02 -0.13
H -1.3628 -2.1581 1.4800 0.04 -0.06 -0.24
```
Forces are in eV/Å.

The LUMO energy is 0.66 eV. For the HOMO energy, the calculation gives -0.3663 Ha. The charge is 0. As for the SMILES: C[C@@H](C=O)C(N)=O.

Molecular formula: C5H8N2O
Method: DFT, ωB97M-V/def2-TZVPD

The geometry in XYZ format:
```
16
Properties=species:S:1:pos:R:3:forces:R:3
C -2.1338 -0.9197 0.9049 0.13 0.01 0.09
C 1.8462 -0.5761 0.4322 0.09 0.14 -0.18
C 0.6303 0.2213 0.8029 -0.56 -0.24 0.32
C 0.1092 1.1358 -0.9179 0.06 0.25 -0.23
C 0.4950 1.5901 -2.0847 0.01 -0.14 -0.13
N -0.5483 0.1387 -0.3323 0.07 -0.01 0.69
N -1.7969 -0.0107 -0.1761 0.35 0.13 -0.18
O 0.3242 0.6210 1.8873 0.02 -0.19 -0.48
H -3.1580 -1.2516 0.7481 0.07 -0.01 0.01
H -2.0746 -0.3927 1.8649 -0.01 -0.03 -0.04
H -1.4667 -1.7880 0.9565 -0.03 0.04 -0.03
H 2.7319 -0.0684 0.8132 -0.06 -0.02 0.01
H 1.9390 -0.7155 -0.6414 -0.04 0.03 0.02
H 1.7704 -1.5516 0.9176 -0.05 0.07 0.03
H 0.2486 1.0734 -3.0098 -0.05 -0.01 0.03
H 1.0833 2.4941 -2.1652 0.01 -0.02 0.06
```
Forces are in eV/Å.

The LUMO energy (alpha / beta) is 0.13 / 0.14 eV. For the HOMO energy (alpha / beta), the calculation gives -0.3038 / -0.3038 Ha. The charge is 0.

Molecular formula: C40H77BF4N3O16
Method: DFT, ωB97M-V/def2-TZVPD

The geometry in XYZ format:
```
141
Properties=species:S:1:pos:R:3:forces:R:3
C 3.6489 0.7747 2.6797 0.93 0.07 -0.26
C 4.9092 1.7655 2.3777 -0.28 -0.93 -0.55
C 5.5482 1.2439 0.9866 0.53 0.61 0.09
C 6.6273 2.2549 0.3445 -0.53 0.07 -0.36
C 6.3579 2.4058 -1.2377 0.23 -0.23 -0.14
C 6.3541 1.0072 -2.0461 0.69 0.45 -1.16
C 5.2114 0.9793 -3.2074 0.49 0.08 0.96
C 3.7142 0.8514 -2.6236 -0.21 -0.48 -1.26
C 3.2308 -0.7081 -2.5293 0.11 1.15 0.07
C 1.6495 -0.8594 -2.7506 0.39 0.24 -0.68
C 1.0959 -2.3647 -2.6451 -0.16 -0.40 0.28
C 0.4146 -2.7395 -1.2359 0.43 0.57 0.48
C -0.7194 -1.6729 -0.8116 -0.34 -0.53 -0.25
C -2.1338 -2.3302 -0.4017 -0.37 0.63 0.00
C -3.3641 -1.2633 -0.5255 0.11 -0.53 1.09
C -3.5013 -0.4357 0.8626 -0.85 0.66 -0.61
C -3.3023 1.1662 0.6505 0.65 -0.80 0.73
C -1.8174 1.4861 0.0447 -0.88 -0.29 -0.56
C -1.4478 3.0219 0.0496 -1.54 4.81 -1.62
C -2.2084 4.1589 -0.6535 0.65 -1.35 1.24
B -3.5224 4.1917 -1.6076 -1.55 0.60 -1.06
O -4.7977 3.5844 -1.3012 1.73 1.94 0.59
N -3.3765 4.9716 -2.8956 0.10 -3.22 1.34
C -4.5190 4.6937 -3.8244 -0.21 0.98 -1.79
C -2.1355 4.3482 -3.5361 0.73 -0.13 -0.42
N -1.6355 5.4870 -0.4208 3.32 -6.27 3.01
C -0.4960 5.2096 0.4054 -1.70 -0.21 -1.26
N -0.3664 3.7808 0.6635 -2.27 1.46 -0.81
C 0.7488 3.2386 1.4582 2.45 1.85 0.22
F 0.9253 1.8473 1.4039 -1.34 3.45 0.37
F 0.6918 3.7656 2.8004 -0.34 -1.94 -3.04
C 2.1170 3.8778 0.8319 1.81 -1.43 0.14
F 2.4382 5.1469 1.3784 -1.25 -2.31 -1.70
F 2.0728 3.8566 -0.6048 -0.38 0.72 3.16
H 3.0473 0.5942 1.7123 0.84 0.42 1.51
H 4.1123 -0.2497 2.9457 -0.98 1.62 -0.15
H 2.9634 1.1717 3.5079 1.05 -0.76 -1.15
H 5.6699 1.7459 3.2503 -1.25 0.03 -1.49
H 4.5874 2.8585 2.2476 0.41 -1.44 0.24
H 6.0739 0.2334 1.1252 -1.05 1.32 -0.08
H 4.7073 1.1121 0.2060 1.16 0.09 1.32
H 7.6981 1.8974 0.5599 -1.60 0.51 -0.46
H 6.5233 3.2918 0.8148 0.14 -1.37 -0.54
H 5.3389 2.9081 -1.4653 1.57 -0.61 0.74
H 7.1797 3.0853 -1.6835 -1.39 -1.02 0.64
H 7.3626 0.9677 -2.6161 -1.55 -0.14 0.99
H 6.3294 0.0767 -1.3857 -0.22 1.33 -0.77
H 5.4712 0.1192 -3.9277 -0.64 1.29 1.05
H 5.3154 1.9605 -3.7846 -0.15 -1.31 0.72
H 3.0144 1.3721 -3.3828 0.97 -0.72 1.21
H 3.6112 1.4085 -1.6306 0.13 -0.83 -1.29
H 3.5607 -1.0713 -1.4966 -0.48 0.04 -1.48
H 3.7855 -1.2486 -3.3701 -0.76 0.45 1.36
H 1.1346 -0.1051 -2.0616 0.47 -1.18 -0.79
H 1.4294 -0.5062 -3.8326 0.40 -0.41 1.74
H 1.9986 -3.0688 -2.7875 -1.49 0.98 0.00
H 0.3230 -2.5606 -3.4851 1.34 0.30 1.32
H -0.0296 -3.7993 -1.1943 0.78 1.56 -0.41
H 1.2574 -2.6992 -0.4442 -1.34 -0.16 -1.15
H -0.9121 -0.9513 -1.6944 0.40 -1.03 1.42
H -0.3135 -1.1009 0.0945 -0.68 -0.51 -1.37
H -2.4208 -3.2490 -1.0242 0.81 1.28 0.78
H -2.0519 -2.6385 0.7067 -0.30 0.20 -1.77
H -3.2479 -0.5582 -1.4203 0.00 -1.01 1.17
H -4.3615 -1.8200 -0.6735 1.65 0.73 0.12
H -4.5905 -0.5632 1.2277 1.80 0.27 -0.36
H -2.8286 -0.8638 1.6830 -0.76 0.73 -1.22
H -4.1473 1.4968 -0.0395 1.33 -0.02 1.03
H -3.3313 1.6552 1.6908 -0.34 -0.51 -1.62
H -1.1073 0.7917 0.5972 -0.62 1.42 -0.74
H -1.8436 1.1436 -1.0594 0.34 0.66 1.73
H -5.2562 4.0908 -0.5826 0.52 -0.99 -0.68
H -4.4045 5.4358 -4.7087 -0.23 -1.22 1.36
H -4.4109 3.6430 -4.2884 -0.51 1.45 0.91
H -5.5507 4.8908 -3.3847 1.60 -0.53 -0.36
H -2.1447 3.2160 -3.3129 0.36 1.58 -0.64
H -1.1692 4.8111 -3.1266 -1.44 -0.71 -0.60
H -2.1447 4.4800 -4.6771 -0.07 -0.05 1.79
H -2.0249 6.3668 -0.7853 0.56 -0.52 0.30
H 0.1684 6.0677 0.7420 -0.69 -1.81 -0.20
H 2.9560 3.1436 1.1224 -1.18 1.32 -0.43
C 2.5455 0.6268 9.6496 0.09 -0.37 0.46
O 2.5008 1.6604 8.6656 -0.30 0.07 -0.54
C 1.7512 1.3667 7.5904 -0.08 -0.13 0.25
O 1.1434 0.3408 7.4081 0.27 0.50 -0.02
O 1.7966 2.4182 6.7505 -0.13 -0.25 0.28
C 1.0406 2.2451 5.5553 -0.20 0.04 -0.30
H 3.1768 0.9732 10.4685 -0.05 0.20 -0.26
H 1.5468 0.4269 10.0440 0.10 -0.07 -0.18
H 2.9861 -0.2822 9.2342 -0.20 0.07 -0.01
H -0.0188 2.1080 5.7846 0.14 -0.16 -0.01
H 1.4232 1.4011 4.9763 -0.18 -0.03 0.17
H 1.1490 3.1500 4.9581 0.18 -0.02 0.36
C -0.0207 -8.1769 -1.6857 0.14 0.03 0.41
O -0.4359 -8.5344 -3.0024 -0.13 0.31 -0.33
C -0.7577 -7.4884 -3.7823 -0.03 -0.22 -0.13
O -0.7209 -6.3250 -3.4595 -0.01 -0.40 -0.08
O -1.1274 -7.9633 -4.9830 0.17 0.08 0.52
C -1.4998 -6.9559 -5.9225 -0.15 0.28 -0.39
H 0.2129 -9.0967 -1.1485 -0.10 -0.02 -0.30
H 0.8793 -7.5586 -1.7198 -0.19 0.06 -0.01
H -0.8242 -7.6612 -1.1547 0.14 0.08 -0.12
H -0.6589 -6.2889 -6.1261 -0.13 0.01 0.16
H -2.3623 -6.3917 -5.5608 0.19 0.02 0.02
H -1.7786 -7.4519 -6.8528 0.07 -0.18 0.25
C 8.4543 5.6205 6.0431 0.40 0.21 -0.17
O 7.3339 5.1438 6.7867 -0.34 -0.38 -0.16
C 6.6505 4.1573 6.1826 -0.02 0.10 0.24
O 6.9074 3.6714 5.1067 -0.13 0.18 0.36
O 5.6309 3.8057 6.9841 0.45 0.21 -0.29
C 4.8140 2.7588 6.4639 -0.22 -0.37 0.01
H 8.9283 6.4118 6.6248 -0.26 -0.14 0.12
H 9.1828 4.8213 5.8889 -0.17 0.05 -0.12
H 8.1324 6.0398 5.0871 0.05 -0.20 0.04
H 5.3993 1.8460 6.3266 0.03 0.15 -0.17
H 4.3478 3.0646 5.5239 0.17 -0.07 0.00
H 4.0282 2.5568 7.1876 0.37 0.34 0.04
C -6.9896 1.1761 4.9907 0.17 0.37 0.05
O -7.7566 -0.0216 5.0885 0.11 -0.36 -0.27
C -7.3463 -1.0078 4.2732 -0.24 -0.13 0.16
O -6.4180 -0.9510 3.5016 -0.30 0.04 0.24
O -8.1482 -2.0670 4.4659 0.29 0.52 -0.01
C -7.8275 -3.1994 3.6593 0.04 -0.44 -0.23
H -7.4096 1.8990 5.6908 -0.14 -0.29 -0.02
H -5.9491 0.9911 5.2676 -0.08 -0.02 -0.18
H -7.0533 1.5935 3.9830 0.12 -0.14 0.06
H -6.8207 -3.5593 3.8829 -0.06 0.15 -0.13
H -7.9248 -2.9572 2.5986 0.15 0.03 0.12
H -8.5379 -3.9913 3.8988 -0.02 0.28 0.15
C -6.1669 -8.6414 -7.8373 -0.23 -0.42 0.12
O -5.3478 -7.4908 -8.0412 0.01 0.38 -0.27
C -5.7786 -6.6725 -9.0167 0.01 -0.04 0.02
O -6.7611 -6.8366 -9.6970 0.45 0.09 0.31
O -4.9225 -5.6391 -9.1016 -0.16 -0.36 0.15
C -5.2589 -4.6825 -10.1051 -0.06 0.33 -0.31
H -5.7249 -9.2265 -7.0300 0.15 0.27 -0.09
H -7.1760 -8.3482 -7.5390 0.08 -0.02 -0.20
H -6.1942 -9.2597 -8.7373 -0.12 0.17 0.05
H -6.2319 -4.2317 -9.8974 0.04 -0.18 -0.11
H -5.2500 -5.1433 -11.0954 -0.16 0.01 0.14
H -4.5028 -3.8967 -10.0835 0.04 -0.24 0.20
```
Forces are in eV/Å.

The LUMO energy is -3.84 eV. For the HOMO energy, the calculation gives -0.4437 Ha. The charge is +1.

Molecular formula: C4H8NO2P
Method: DFT, ωB97M-V/def2-TZVPD

The geometry in XYZ format:
```
16
Properties=species:S:1:pos:R:3:forces:R:3
C -0.7541 -0.7917 -2.1882 -0.01 -0.26 -1.33
C 0.4982 1.5882 -0.1846 -0.61 3.65 -4.39
C 0.1621 -1.1470 -1.0887 -0.63 0.17 -0.88
C 0.9353 0.6728 0.7543 1.06 -2.32 3.44
N 0.6951 0.9257 2.0745 1.35 -0.75 0.90
O -0.4146 2.5961 0.0811 -0.02 -1.28 -0.52
O 0.9108 1.4459 -1.4982 -0.33 -0.75 0.19
P 1.0220 -0.1436 -2.3438 -1.00 1.65 1.14
H -0.9227 -1.5930 -2.9753 -0.12 1.18 1.08
H -1.5778 -0.0877 -1.9701 0.56 -0.48 -0.41
H 0.4352 -2.1406 -0.9695 0.57 -1.81 0.11
H 0.0420 -0.6597 -0.1520 -0.72 -0.09 0.24
H 1.4798 -0.1751 0.4061 0.63 0.04 0.81
H -1.1353 2.5912 -0.5881 0.23 0.04 0.21
H 1.3726 0.7284 2.8229 -0.22 -0.13 -0.65
H 0.1594 1.7221 2.2822 -0.74 1.13 0.06
```
Forces are in eV/Å.

The expectation value of S² is 2.01. The LUMO energy (alpha / beta) is 0.97 / -0.31 eV. As for the multiplicity: 3. For the HOMO energy (alpha / beta), the calculation gives -0.1458 / -0.3473 Ha. The charge is 0.

Molecular formula: C14H24N2OSSi2
Method: DFT, ωB97M-V/def2-TZVPD

The geometry in XYZ format:
```
44
Properties=species:S:1:pos:R:3:forces:R:3
C 2.4142 -3.0873 0.1097 -1.43 -0.01 2.81
Si 1.3882 -1.5643 -0.2791 -0.80 -0.78 -0.55
C 2.4754 -0.1282 -0.3915 -0.94 1.94 0.21
C 0.4714 -1.9117 -1.9083 -0.75 1.12 1.33
N 0.2068 -1.1191 1.0163 1.40 -0.29 -2.15
C 0.1400 0.2218 1.4162 1.32 -1.50 3.98
S 0.5491 0.5545 3.0049 -0.24 -0.03 -0.71
N -0.0997 1.1557 0.5004 -0.60 0.85 -1.17
C -0.0567 2.5424 0.6741 0.40 0.71 2.06
O 0.0110 3.0403 1.7783 -0.05 -0.16 -0.67
C -0.0650 3.4065 -0.5069 -1.56 -0.27 -2.08
C -0.9389 3.1387 -1.5874 1.75 -0.20 1.45
C -0.9216 3.9509 -2.7010 -2.05 -1.34 -1.47
C -0.2640 5.1475 -2.7829 1.35 0.21 1.17
C 0.5253 5.4379 -1.6545 -0.96 1.05 -0.36
C 0.6099 4.6012 -0.5464 0.83 0.82 0.42
Si -0.9303 -2.3238 1.5110 -2.07 1.32 1.86
C -1.5154 -1.9057 3.2717 0.97 1.90 -1.65
C -0.7568 -4.0719 1.0320 2.34 -0.74 -1.16
C -2.4724 -1.8516 0.6101 -0.90 0.07 -0.15
H 2.2911 -3.9384 -0.5410 0.12 -0.10 -0.34
H 3.4483 -2.8040 0.2827 0.14 -0.20 -0.13
H 1.9868 -3.4125 1.1473 1.03 0.32 -1.59
H 3.4818 -0.3979 -0.4642 1.66 -0.48 -0.14
H 2.3366 0.4152 0.5671 0.44 0.02 -0.61
H 2.2562 0.5412 -1.2441 0.01 -0.14 0.48
H -0.5750 -1.6009 -1.7274 0.18 -0.37 -0.13
H 0.4910 -2.9871 -2.0747 0.12 0.23 -0.80
H 0.8137 -1.1844 -2.6560 0.26 -0.91 -0.34
H -0.1722 0.7987 -0.4199 -0.19 -0.06 -1.07
H -1.5588 2.2677 -1.4459 -0.31 -0.12 -0.71
H -1.5497 3.5709 -3.5134 0.11 0.52 0.03
H -0.2977 5.8668 -3.6169 -0.17 -0.72 0.42
H 0.8579 6.4696 -1.6166 0.70 -0.25 0.27
H 1.1706 4.9027 0.3409 -0.05 -0.03 -0.35
H -2.3985 -2.4363 3.3569 -2.18 -1.04 0.24
H -0.9336 -2.1709 4.1097 1.01 0.04 0.89
H -1.7483 -0.7842 3.2502 0.29 -1.67 0.27
H -1.6441 -4.6437 1.2428 -0.26 -0.17 0.57
H -0.7584 -4.0225 -0.0702 0.08 -0.06 0.08
H 0.1987 -4.6008 1.2753 -1.06 0.16 0.15
H -2.6762 -2.2235 -0.3746 0.17 -0.70 -0.65
H -3.3721 -2.0634 1.1944 0.04 0.12 0.04
H -2.4190 -0.7961 0.4310 -0.20 0.95 0.25
```
Forces are in eV/Å.

The LUMO energy is -0.02 eV. For the HOMO energy, the calculation gives -0.2794 Ha. The charge is 0. As for the SMILES: C[Si](C)(C)N(C(=S)NC(=O)c1ccccc1)[Si](C)(C)C.

E_tot, respectively: -361.84975 -379.89740 -3362.34872 -703.59419 -1709.84341 hartree.